46
Properties=species:S:1:pos:R:3 method="wB97M-V/def2-TZVPD" spin_multiplicity=1 smiles="CN(C)S(=O)(=O)c1cccc(NC(=O)CSc2nnnn2-c2ccccc2)c1" de_lowest_kcal_mol=0.0
S 0.3649 -3.2442 -1.9341
S 1.9096 3.1795 2.7178
O 2.9197 4.0907 3.1684
O 3.1723 -1.2434 -2.5392
O 1.4682 2.1532 3.6211
N 0.6047 4.1035 2.1597
N 2.2783 -0.8145 -0.4755
N -0.9007 -1.8240 1.3512
N -2.0276 -2.0920 0.8622
N 0.0791 -2.1582 0.5260
N -1.8450 -2.6378 -0.3561
C -5.3210 -3.1088 -1.3966
C -0.5350 3.2694 1.8569
C 3.1351 3.2112 0.2761
C 3.5510 2.6388 -0.9145
C -0.4931 -2.6690 -0.5525
C -2.9393 -3.0388 -1.1358
C -4.2129 -2.7276 -0.6658
C 2.1626 1.1051 0.9326
C 2.0896 -3.0292 -1.3756
C -2.7793 -3.7299 -2.3294
C 0.3019 5.2372 3.0061
C -3.8995 -4.1047 -3.0503
C 3.2795 1.3094 -1.1913
C 2.4462 2.4295 1.1835
C 2.5823 0.5308 -0.2691
C -5.1683 -3.7967 -2.5900
C 2.5784 -1.5908 -1.5443
H -1.3118 3.8804 1.3985
H 1.6307 0.5303 1.6762
H -0.9330 2.7821 2.7540
H -1.7975 -3.9809 -2.6961
H -0.2200 2.5026 1.1518
H 1.2482 5.6909 3.2894
H 1.6880 -1.2375 0.2469
H -4.3123 -2.1945 0.2660
H 4.0943 3.2284 -1.6368
H -3.7740 -4.6423 -3.9773
H 3.3416 4.2388 0.5247
H 2.6650 -3.6753 -2.0384
H -6.0358 -4.0929 -3.1593
H 2.1510 -3.3754 -0.3457
H -0.2956 5.9541 2.4421
H 3.6077 0.8662 -2.1172
H -0.2410 4.9432 3.9116
H -6.3073 -2.8671 -1.0318

***

65
Properties=species:S:1:pos:R:3 method="wB97M-V/def2-TZVPD" spin_multiplicity=1 smiles="COc1ccc([C@H](c2ccc(Oc3ccccc3)cc2)[C@H]2CCCC2=[N+]2CCOCC2)cc1" charge=+1
O 5.2860 -2.8937 2.2070
O -4.5832 -0.3233 -1.9734
O 3.1721 4.7977 1.3389
N 2.5831 -2.4276 1.5613
C -1.1657 -1.2887 -1.1448
C -1.0678 -2.7983 1.6354
C 1.2151 3.3470 1.5494
C 4.9442 -1.6134 1.6678
C 1.2785 -2.2619 1.4687
C -2.6569 1.0574 -1.3597
C 0.6538 -0.1801 0.1962
C -5.1540 0.4419 -3.0019
C 2.5895 1.4865 -0.0431
C 0.5722 -0.9207 1.5138
C -5.3787 1.8131 -2.8548
C 0.3362 -3.4104 1.4088
C -0.8377 -1.3355 2.0365
C -1.3552 1.0807 -0.8478
C -6.0969 1.8789 -5.1753
C -5.4849 -0.2405 -4.1768
C 3.0816 -3.8238 1.5718
C -5.8417 2.5306 -3.9630
C 3.2269 2.6559 0.3357
C 1.2971 1.1974 0.4251
C 3.4758 -1.2806 1.8873
C -5.9089 0.4947 -5.2810
C 2.4475 5.8832 1.9613
C -0.6516 -0.1026 -0.6040
C -3.2325 -0.1722 -1.6736
C -2.4650 -1.3473 -1.6227
C 4.5963 -3.9428 1.5199
C 2.5235 3.6290 1.0882
C 0.6379 2.1225 1.2362
H 2.6650 -4.3542 0.7020
H 4.9104 -3.9917 0.4606
H 3.2174 6.6309 2.1492
H 0.4033 -3.9008 0.4158
H 3.1070 0.7707 -0.6876
H -0.3678 1.8964 1.6038
H 3.3328 -0.9721 2.9421
H 5.5726 -0.9038 2.2260
H -6.1092 -0.0287 -6.2176
H 1.0425 -0.3065 2.2987
H 0.5230 -4.2083 2.1520
H 2.7306 -4.3337 2.4876
H 1.3467 -0.7265 -0.4669
H -1.6470 -3.3419 2.3935
H -6.0078 3.6063 -3.8675
H 3.2142 -0.4200 1.2571
H -1.6234 -2.8563 0.6959
H 1.6838 6.2807 1.2773
H -6.4436 2.4455 -6.0440
H 5.1670 -1.5477 0.5834
H -0.7523 -1.3101 3.1342
H -5.3662 -1.3247 -4.2069
H -3.2269 1.9815 -1.4657
H -2.9123 -2.2887 -1.9312
H -5.1912 2.2999 -1.8948
H -0.5421 -2.1850 -1.1869
H 1.9763 5.5736 2.9046
H 0.6586 4.0639 2.1551
H -1.6399 -0.6479 1.7528
H -0.9178 2.0511 -0.6170
H 4.9000 -4.8538 2.0505
H 4.2599 2.8491 0.0565

***

158
Properties=species:S:1:pos:R:3 method="wB97M-V/def2-TZVPD" spin_multiplicity=1 smiles="CCCCCC[C@H](I)O[C@](B(C)O)([C@@H](C)CC)[C@@H](CCCCN(C)C(C)=O)O[C@@H](C[C@H](C)I)S(=O)(=O)F.CCCC#N.CCCC#N.CCCC#N.CCCC#N.CCCC#N.CCCC#N"
I 3.7222 0.2785 -2.0707
I -4.1369 1.8516 1.4244
S 3.8535 -2.1874 1.7340
F 4.9764 -1.3544 2.4530
O -1.2679 -2.8074 0.5778
O 3.2097 -2.9437 2.7508
O 4.4878 -2.8117 0.6232
O -1.4927 0.6433 1.2370
O 0.0983 -0.4741 7.9547
O 1.7128 -0.8109 1.9866
N -3.2009 -1.2687 -7.4420
N -1.3772 5.4441 -5.8466
N -4.4346 -4.4915 3.2137
N 3.7522 -4.3557 7.1018
N -5.9770 2.3544 -2.6701
N 4.2101 4.0991 -5.6826
N 2.2312 0.1487 7.3963
C 7.5590 5.4776 -6.6253
C -1.1755 -1.1340 2.9435
C -5.8304 0.8310 -5.7688
C -1.2324 -3.7184 3.4818
C 1.6782 4.7093 -3.8078
C 6.6858 5.2233 -7.8476
C 0.6842 0.1492 1.6974
C 5.2091 5.5573 -7.6038
C -4.6070 -7.0710 5.9321
C -6.1009 4.8815 -3.3006
C -2.6534 0.5076 0.4844
C 3.5815 0.4666 0.9615
C 6.2271 -4.4619 4.6747
C -4.3662 -5.6693 6.4784
C -2.6913 -1.3282 3.0344
C 4.6413 4.7467 -6.5285
C 1.7647 1.3116 3.7945
C -2.9751 -0.4995 -3.1323
C -3.5604 0.2128 -1.8912
C 4.6348 0.4482 -0.1472
C -3.3140 -1.9898 -3.2227
C -3.5813 5.0767 -3.0292
C -6.0800 3.4677 -2.9357
C 2.5769 0.4785 5.9979
C -5.5168 1.3211 -7.1770
C 1.8325 5.9925 -4.6132
C 1.4076 -2.2144 7.0351
C -3.1748 -4.0374 -4.7056
C 0.1588 -1.4148 -0.9580
C 0.7235 1.3591 2.6726
C -4.7729 5.2887 -3.9529
C -4.7756 -4.5442 4.3095
C -0.4161 -2.4259 3.3576
C -0.5435 6.0404 -5.3263
C -5.2526 0.1771 -8.1634
C -0.7137 -0.5375 1.5900
C 6.2030 -4.4264 6.2091
C 5.5457 -5.6951 4.0971
C -4.1068 -0.6357 -7.7577
C 1.1515 -0.8058 7.4937
C 0.5252 6.7956 -4.6762
C 5.4834 1.7114 -0.1056
C -5.1518 -4.5923 5.7207
C 1.4449 0.3903 4.9725
C -2.5455 0.9357 -0.9795
C -3.3508 -2.5203 -4.6569
C 3.4064 -0.4023 8.0778
C 2.7895 -0.8290 1.1056
C 4.8336 -4.4127 6.7174
B -0.6161 -1.6285 0.4037
H 0.9272 2.2516 2.0781
H 7.2598 4.8467 -5.7875
H -1.8487 -3.9266 2.6157
H 4.6190 5.3818 -8.5040
H 6.7082 -3.5338 6.5802
H 0.1906 7.0583 -3.6706
H -6.9393 5.0504 -3.9777
H -4.2768 -7.1524 4.8958
H 7.0368 5.8283 -8.6849
H 0.4418 -2.6255 2.7228
H -2.5586 -2.5670 -2.6774
H -3.4686 4.0232 -2.7686
H -4.6454 1.9787 -7.1536
H -0.5122 -1.6934 -1.7715
H 0.6621 7.7240 -5.2326
H 4.8814 2.5843 -0.3609
H -4.9891 0.2802 -5.3450
H -3.1907 -0.3707 2.8933
H -6.2244 -4.7852 5.7821
H 1.7749 -2.8467 7.8393
H 8.6029 5.2592 -6.8476
H 0.8625 0.5588 0.7007
H 2.1623 5.7615 -5.6239
H 5.2941 -0.4107 -0.0370
H 3.3814 -0.1887 5.6508
H 5.0961 6.6088 -7.3320
H 4.1989 0.3453 8.0710
H -3.1454 -0.4554 0.6006
H -4.6294 4.7143 -4.8697
H 2.5325 -1.1937 0.1063
H -3.0770 -2.0247 2.2916
H -5.0506 0.5649 -9.1626
H -1.8902 -0.3884 -3.1232
H 1.8633 2.3264 4.1923
H -4.3138 -2.2749 -5.1104
H -2.1443 -4.3225 -4.4905
H 4.1010 0.7109 1.8864
H 1.3392 4.9379 -2.7939
H 2.7483 1.0370 3.4135
H 3.1577 -0.6416 9.1109
H 0.4573 -2.6057 6.6763
H 2.6011 6.6210 -4.1591
H -1.8284 -3.7205 4.3937
H -4.8374 6.3382 -4.2445
H 5.7399 -3.5646 4.2896
H -4.0569 -7.8097 6.5143
H 3.7895 -1.3113 7.5955
H 5.6101 -5.6923 3.0096
H -6.1246 -0.4762 -8.2300
H 7.2687 -4.4271 4.3505
H -3.3293 -0.0036 -4.0382
H -3.3017 -5.4333 6.4325
H 0.4792 0.6650 5.3997
H 0.9497 4.0394 -4.2674
H 2.6201 4.1738 -3.7421
H 2.9899 1.4904 5.9891
H 2.1163 -2.2430 6.2084
H -2.9625 -1.6599 4.0362
H -4.6567 -5.6269 7.5293
H -4.3084 0.9308 -2.2242
H 0.9986 -2.1149 -1.0177
H 6.0141 -6.6117 4.4617
H 2.8964 1.2894 0.7470
H -4.9664 -3.6071 6.1509
H 6.7702 4.1789 -8.1517
H 6.3084 1.6527 -0.8122
H 0.5154 -0.4056 -1.1490
H -4.1165 -0.5200 -1.2997
H -6.7017 0.1724 -5.7668
H -3.6901 5.6445 -2.1024
H -0.9602 -0.3850 3.7094
H -2.5745 -2.0368 -5.2527
H 6.7142 -5.2961 6.6258
H 7.4948 6.5194 -6.3057
H -3.8292 -4.5106 -3.9692
H -6.2806 5.4646 -2.3955
H -5.6663 -7.3323 5.9720
H -0.5193 -4.5425 3.5774
H -1.0370 -3.4655 -0.0884
H -0.2583 1.5063 3.1191
H -3.4526 -4.4450 -5.6782
H -6.3520 1.9126 -7.5571
H -2.6636 5.3923 -3.5209
H -1.5165 0.8161 -1.3175
H 1.4113 -0.6286 4.5918
H -6.0392 1.6637 -5.1047
H -0.0018 -2.2453 4.3469
H 4.4886 -5.7219 4.3639
H -4.2762 -2.1893 -2.7464
H -2.7552 2.0038 -1.0285
H 5.8815 1.8490 0.9016

***

89
Properties=species:S:1:pos:R:3 method="wB97M-V/def2-TZVPD" spin_multiplicity=1 de_lowest_kcal_mol=0.0
Sn 1.0577 1.5822 0.4106
Se 0.8858 -0.6457 1.8065
Se -1.0418 2.3188 2.0224
P -0.2799 0.6202 3.2260
Si 4.1842 1.9918 1.4475
Si 0.7888 1.9031 -2.8390
O -2.9165 -1.5514 -4.1743
O -1.8046 -3.0939 -2.9425
C 0.7110 1.3463 4.5745
C -3.2403 -1.9520 5.6358
C 4.7180 0.5308 2.5014
C 1.6597 0.5442 5.2221
C -3.1598 -0.5727 5.8451
C 3.2060 3.1592 2.5467
C 1.8016 0.4120 -3.3722
C -2.4697 -2.5620 4.6390
C 5.6925 2.8946 0.7778
C -2.7752 -3.0733 -6.0569
C -3.7137 -3.9541 -1.7666
C 0.5432 -3.0717 -2.1008
C -1.5066 -0.4125 4.0838
C 3.1886 1.3774 -0.0153
C -1.6005 -1.7933 3.8551
C 1.2840 3.2175 5.9921
C 2.2358 2.4270 6.6433
C -0.5442 2.1214 -4.1406
C -2.3546 -3.3333 -1.5923
C -3.5594 -0.3058 -3.7608
C 2.4204 1.0928 6.2620
C -0.1288 1.5628 -1.2199
C 0.5091 2.6757 4.9649
C -0.3966 -3.4116 -3.2253
C -2.5033 -1.6768 -5.5673
C -3.7073 -0.2317 -2.2672
C -2.2952 0.2055 5.0693
C 1.8573 3.4364 -2.6806
H 6.4020 3.1134 1.5886
H 3.1534 0.4739 6.7781
H 2.1479 3.2863 2.2696
H 6.2091 2.2810 0.0262
H -0.3886 -4.4837 -3.4512
H -3.0570 -0.9400 -6.1550
H -2.3218 -2.3128 -3.4953
H -3.7626 -0.0946 6.6158
H -4.3557 0.6162 -2.0163
H 3.3504 0.3028 -0.1931
H -4.1525 -4.1770 -0.7915
H 2.2558 3.6050 -1.6692
H -0.1538 -2.8750 -4.1503
H -0.2363 3.2916 4.4529
H -2.2255 1.2841 5.2247
H 3.4086 1.9119 -0.9500
H -1.4327 -1.4359 -5.6138
H 1.8016 -0.4957 4.9139
H -0.6329 0.5743 -1.2715
H 1.2501 4.3145 -2.9472
H 3.6776 4.1534 2.5028
H -4.1855 -1.1272 -1.8564
H -2.5183 -3.1449 -7.1171
H 0.5395 -3.8659 -1.3463
H -1.6421 -3.9717 -1.0643
H 5.4090 3.8455 0.3047
H -1.4947 2.4261 -3.6825
H 1.1540 -0.4688 -3.5078
H 3.2261 2.8133 3.5894
H -3.9082 -2.5572 6.2512
H 2.7047 3.3804 -3.3776
H 2.6014 0.1476 -2.6664
H -3.8420 -3.3041 -5.9487
H 5.2546 0.8939 3.3905
H 3.8566 -0.0674 2.8341
H -0.9313 2.3119 -1.0720
H 2.8313 2.8522 7.4510
H -2.9888 0.5433 -4.1577
H -0.7135 1.1814 -4.6861
H -2.1834 -3.8237 -5.5227
H -4.3988 -3.2797 -2.2970
H -4.5487 -0.2918 -4.2340
H -2.5420 -3.6342 4.4716
H -3.6383 -4.8958 -2.3300
H -0.9882 -2.2606 3.0814
H -0.2366 2.8918 -4.8607
H 1.1369 4.2583 6.2851
H 1.5556 -3.0081 -2.5154
H 0.3046 -2.1182 -1.6147
H 2.2654 0.6432 -4.3437
H 5.3967 -0.1251 1.9359
H -2.4138 -2.3532 -1.0988
H -2.7452 -0.0623 -1.7673

***

The LUMO energy results, record by record, are as follows: 0.09 -3.60 0.39 -0.23 eV.
The HOMO level results, record by record, are as follows: -8.79 -10.78 -8.65 -3.08 eV.
The gap between HOMO and LUMO results, record by record, are as follows: 0.3264 0.2638 0.3325 0.1050 hartree.